{
  "formula": "C20H18Cl40N2O4",
  "method": "ωB97M-V/def2-TZVPD",
  "elements": ["N", "C", "C", "C", "C", "C", "C", "C", "O", "O", "C", "O", "O", "C", "C", "N", "H", "H", "H", "H", "H", "H", "H", "H", "H", "H", "H", "H", "H", "H", "H", "H", "H", "H", "C", "Cl", "Cl", "Cl", "Cl", "C", "Cl", "Cl", "Cl", "Cl", "C", "Cl", "Cl", "Cl", "Cl", "C", "Cl", "Cl", "Cl", "Cl", "C", "Cl", "Cl", "Cl", "Cl", "C", "Cl", "Cl", "Cl", "Cl", "C", "Cl", "Cl", "Cl", "Cl", "C", "Cl", "Cl", "Cl", "Cl", "C", "Cl", "Cl", "Cl", "Cl", "C", "Cl", "Cl", "Cl", "Cl"],
  "positions_angstrom": [[5.938, 3.105, 2.320], [6.579, 2.955, 0.989], [5.478, 3.155, -0.106], [4.421, 2.033, 0.052], [2.961, 2.482, -0.258], [2.012, 1.315, -0.552], [1.594, 0.609, 0.831], [0.943, -0.830, 0.644], [0.188, 0.422, 1.029], [3.125, 3.061, -1.615], [2.272, 4.120, -1.758], [2.177, 4.771, -2.707], [1.534, 4.283, -0.590], [2.425, 3.741, 0.413], [1.737, 3.672, 1.797], [1.341, 5.019, 2.231], [6.346, 3.857, 2.862], [6.012, 2.221, 2.810], [6.922, 1.905, 0.881], [7.416, 3.665, 0.880], [5.083, 4.176, 0.016], [5.948, 3.110, -1.106], [4.643, 1.283, -0.736], [4.489, 1.486, 1.009], [2.485, 0.516, -1.147], [1.058, 1.642, -0.993], [2.252, 0.768, 1.711], [1.248, -0.884, -0.401], [1.343, -1.393, 1.485], [3.153, 4.565, 0.532], [0.789, 3.108, 1.663], [2.319, 3.118, 2.554], [1.952, 5.744, 1.865], [0.413, 5.207, 1.862], [-2.155, 2.181, -2.344], [-1.419, 3.736, -2.753], [-3.900, 2.390, -2.122], [-1.855, 1.030, -3.656], [-1.436, 1.568, -0.848], [-1.786, -2.155, 3.605], [-1.129, -1.184, 2.281], [-0.522, -3.238, 4.220], [-2.329, -1.086, 4.909], [-3.157, -3.117, 3.024], [-4.239, -6.673, 4.440], [-4.890, -6.072, 5.972], [-5.247, -6.095, 3.103], [-2.588, -6.078, 4.228], [-4.232, -8.444, 4.452], [4.365, 6.444, 4.418], [5.351, 5.225, 5.245], [4.605, 6.303, 2.666], [2.663, 6.192, 4.808], [4.864, 8.058, 4.946], [-8.157, -6.986, 0.396], [-6.750, -6.403, -0.512], [-9.378, -7.586, -0.735], [-7.665, -8.296, 1.479], [-8.834, -5.657, 1.348], [1.744, -2.514, -3.250], [0.441, -1.325, -3.112], [3.299, -1.669, -3.353], [1.738, -3.567, -1.826], [1.504, -3.489, -4.705], [6.053, 1.747, -4.115], [4.757, 2.926, -3.888], [7.595, 2.594, -4.326], [6.156, 0.689, -2.696], [5.716, 0.765, -5.550], [-1.751, 5.722, -6.207], [-1.732, 6.802, -7.609], [-0.091, 5.285, -5.776], [-2.523, 6.545, -4.841], [-2.663, 4.256, -6.603], [-3.341, -10.249, 0.725], [-3.954, -10.892, 2.255], [-3.511, -11.471, -0.544], [-4.269, -8.808, 0.291], [-1.633, -9.821, 0.907], [-12.554, -5.151, -1.378], [-13.810, -3.916, -1.206], [-10.968, -4.369, -1.453], [-12.612, -6.248, 0.011], [-12.829, -6.070, -2.865]],
  "forces_ev_per_a": [[0.257, -0.331, -0.475], [-0.983, -0.144, -0.228], [0.911, -0.067, 0.668], [-0.513, -0.042, -0.517], [1.412, 0.147, -2.029], [-0.826, -0.670, 3.313], [-0.530, -0.961, -1.267], [2.859, 4.700, 0.524], [2.289, -1.141, -0.997], [-0.740, 1.036, 0.208], [-0.019, -2.300, 2.989], [-0.372, 1.708, -2.631], [0.768, -0.372, -0.700], [-0.550, 0.233, 1.762], [-1.172, -0.095, -1.095], [-0.346, -0.389, -0.047], [-0.004, -0.275, 0.054], [0.055, 0.417, 0.349], [0.291, 0.638, 0.037], [-0.284, -0.425, -0.140], [-0.042, -0.462, -0.048], [-0.341, -0.005, 0.402], [-0.246, 0.317, 0.543], [-0.095, 0.546, -0.203], [0.080, 0.805, -0.089], [0.649, -0.018, -0.088], [-0.827, 0.065, -0.401], [-1.394, -1.280, 0.118], [-0.816, -0.563, -0.520], [0.484, -0.942, -0.098], [0.530, 0.098, 0.187], [0.182, 0.455, -0.400], [0.026, -0.185, 0.111], [0.230, 0.094, 0.049], [-0.028, 0.191, 0.112], [-0.016, -0.137, 0.028], [0.097, -0.033, -0.056], [-0.071, 0.057, 0.012], [-0.273, 0.002, -0.258], [-0.256, 0.056, -0.310], [-1.064, -0.705, 1.386], [-0.020, 0.048, -0.010], [0.050, -0.093, -0.043], [0.044, 0.296, -0.009], [0.059, -0.007, 0.053], [0.031, -0.019, -0.098], [0.055, -0.017, 0.061], [-0.070, -0.335, 0.127], [-0.031, 0.274, 0.021], [-0.215, 0.062, 0.171], [-0.017, 0.050, -0.055], [0.032, 0.048, 0.050], [0.342, 0.058, 0.052], [0.016, -0.093, -0.050], [-0.064, -0.070, 0.017], [-0.066, -0.014, 0.078], [0.149, -0.013, 0.051], [-0.056, 0.078, -0.082], [0.071, -0.073, -0.043], [-0.003, -0.008, -0.046], [0.103, -0.072, -0.015], [-0.080, -0.013, 0.034], [0.011, 0.052, -0.072], [0.025, 0.072, 0.105], [-0.162, 0.286, -0.242], [0.409, -0.260, -0.275], [-0.062, -0.090, 0.049], [0.105, -0.099, -0.157], [0.041, 0.012, 0.110], [0.081, -0.030, 0.019], [-0.017, -0.060, 0.072], [-0.141, 0.055, 0.005], [0.054, -0.045, -0.105], [0.044, 0.080, 0.045], [0.008, 0.079, -0.017], [0.033, -0.204, -0.169], [0.007, 0.074, 0.089], [0.078, -0.073, 0.013], [-0.101, -0.027, 0.005], [0.005, 0.011, 0.022], [0.067, -0.077, -0.013], [-0.121, -0.017, -0.005], [-0.032, 0.109, -0.085], [0.029, 0.041, 0.088]],
  "mulliken_charge": [-0.321, -0.985, 0.068, -0.718, 1.490, -0.438, 0.271, -0.111, -0.418, 0.050, 0.328, -0.557, -0.434, -0.009, -0.851, -0.486, 0.145, 0.186, 0.314, 0.432, 0.212, 0.012, -0.133, 0.405, 0.157, -0.074, 0.435, -0.493, 0.492, -0.002, 0.294, 0.177, 0.262, 0.300, 0.268, -0.010, -0.116, -0.133, 0.026, 0.310, 0.076, -0.148, -0.114, -0.065, 0.235, -0.110, -0.006, -0.036, -0.058, 0.329, -0.122, -0.074, -0.065, -0.100, 0.286, -0.098, -0.072, -0.062, -0.078, 0.259, -0.012, -0.054, -0.100, -0.108, 0.286, -0.018, -0.102, -0.087, -0.105, 0.317, -0.112, -0.039, -0.099, -0.086, 0.286, -0.098, -0.099, 0.011, -0.097, 0.330, -0.100, -0.064, -0.078, -0.094],
  "de_lowest_kcal_mol": 19.7,
  "smiles": "NCCC[C@]1(C[C@@H]2CO2)OC(=O)O[C@H]1CN.ClC(Cl)(Cl)Cl.ClC(Cl)(Cl)Cl.ClC(Cl)(Cl)Cl.ClC(Cl)(Cl)Cl.ClC(Cl)(Cl)Cl.ClC(Cl)(Cl)Cl.ClC(Cl)(Cl)Cl.ClC(Cl)(Cl)Cl.ClC(Cl)(Cl)Cl.ClC(Cl)(Cl)Cl",
  "energy_ev": -533093.123
}

=====

{
  "formula": "C20H18F24N10O16S8Zn",
  "method": "ωB97M-V/def2-TZVPD",
  "elements": ["Zn", "C", "F", "F", "F", "S", "O", "O", "N", "S", "O", "O", "C", "F", "F", "F", "C", "F", "F", "F", "S", "O", "O", "N", "S", "O", "O", "C", "F", "F", "F", "C", "F", "F", "F", "S", "O", "O", "N", "S", "O", "O", "C", "F", "F", "F", "C", "F", "F", "F", "S", "O", "O", "N", "S", "O", "O", "C", "F", "F", "F", "C", "C", "N", "H", "H", "H", "C", "C", "N", "H", "H", "H", "C", "C", "N", "H", "H", "H", "C", "C", "N", "H", "H", "H", "C", "C", "N", "H", "H", "H", "C", "C", "N", "H", "H", "H"],
  "positions_angstrom": [[-2.329, 0.927, 1.478], [-5.593, 3.183, 3.254], [-4.397, 3.370, 3.807], [-6.268, 2.252, 3.940], [-6.284, 4.352, 3.120], [-5.306, 2.494, 1.383], [-6.636, 2.242, 0.766], [-4.568, 3.606, 0.770], [-4.300, 1.015, 1.462], [-5.315, -0.143, 1.656], [-4.644, -1.345, 2.061], [-6.459, 0.121, 2.520], [-5.954, -0.650, -0.085], [-5.030, -0.738, -1.052], [-6.509, -1.875, 0.071], [-6.955, 0.158, -0.521], [3.939, 6.599, -2.667], [3.990, 6.002, -1.509], [2.928, 7.415, -2.648], [5.054, 7.334, -2.818], [3.780, 5.430, -4.184], [2.442, 4.937, -4.476], [4.381, 6.159, -5.276], [5.097, 4.255, -4.059], [4.484, 3.120, -3.192], [5.512, 2.317, -2.625], [3.409, 3.500, -2.272], [3.818, 1.855, -4.423], [2.863, 2.407, -5.193], [4.872, 1.400, -5.161], [3.289, 0.753, -3.908], [-1.688, -2.795, -0.688], [-1.036, -3.570, -1.526], [-2.679, -2.285, -1.386], [-2.287, -3.335, 0.385], [-0.452, -1.463, -0.098], [-0.044, -1.890, 1.225], [0.677, -1.500, -1.049], [-1.369, 0.079, 0.029], [-1.209, 0.625, -1.403], [-1.240, -0.322, -2.502], [-2.256, 1.640, -1.586], [0.509, 1.506, -1.544], [0.326, 2.468, -2.528], [0.849, 2.226, -0.475], [1.522, 0.706, -1.850], [0.356, 2.314, 4.437], [-0.786, 2.870, 4.900], [0.899, 3.121, 3.528], [1.258, 2.187, 5.455], [0.011, 0.545, 3.644], [0.631, 0.660, 2.322], [0.618, -0.448, 4.490], [-1.774, 0.472, 3.286], [-2.455, 0.119, 4.639], [-1.870, 0.307, 5.971], [-3.795, 0.626, 4.534], [-2.645, -1.856, 4.444], [-3.869, -2.282, 4.802], [-2.500, -2.319, 3.227], [-1.826, -2.509, 5.252], [3.049, -1.565, 1.501], [4.385, -0.993, 1.301], [5.446, -0.585, 1.071], [2.847, -1.627, 2.571], [2.767, -2.499, 1.014], [2.493, -0.842, 0.905], [-4.674, -3.860, -3.231], [-5.753, -4.504, -3.942], [-6.631, -5.009, -4.518], [-3.866, -4.574, -3.387], [-4.781, -3.712, -2.156], [-4.392, -2.930, -3.724], [3.618, 3.437, 1.228], [5.009, 3.521, 1.716], [6.127, 3.626, 2.075], [3.565, 2.494, 0.682], [3.413, 4.257, 0.540], [2.994, 3.367, 2.119], [0.813, -5.120, -4.510], [1.654, -5.337, -3.354], [2.269, -5.445, -2.408], [0.759, -6.008, -5.139], [1.253, -4.260, -5.015], [-0.107, -4.757, -4.051], [0.500, -3.525, 4.254], [1.749, -3.998, 3.617], [2.737, -4.401, 3.121], [-0.277, -4.289, 4.212], [0.300, -2.657, 3.627], [0.776, -3.346, 5.293], [4.200, -2.009, -2.162], [4.870, -2.610, -3.367], [5.393, -3.045, -4.300], [4.508, -0.964, -2.137], [4.690, -2.567, -1.365], [3.112, -2.019, -2.237]],
  "forces_ev_per_a": [[-0.516, -0.501, -0.156], [-0.231, -1.406, -1.067], [-0.798, 0.389, -0.281], [0.385, 1.744, -0.321], [1.034, -1.788, 0.434], [-1.681, 2.640, -1.937], [3.272, 0.289, 1.987], [-0.032, -2.242, 1.299], [-1.171, 4.164, -0.432], [-3.078, -4.282, 2.091], [1.226, 0.217, -0.891], [1.211, 0.509, -1.985], [-1.696, 0.227, -0.311], [-0.117, 0.278, 0.885], [0.542, 0.549, 0.063], [1.109, -0.891, 0.198], [0.923, -0.486, -0.718], [0.265, -0.612, 0.746], [-1.420, 0.974, -0.344], [-0.147, -0.415, -0.109], [2.428, -1.546, -3.757], [1.086, 0.898, 1.676], [-0.667, 1.506, 0.551], [-3.291, 1.968, 0.865], [-0.433, -1.980, 1.741], [0.991, -0.628, 0.503], [0.415, -0.364, -1.072], [0.217, 0.359, -0.512], [0.662, -0.402, -0.282], [-0.810, 0.842, -0.039], [-0.251, -0.154, 0.789], [-1.163, 1.561, -0.067], [0.311, -1.010, 1.003], [-0.673, 0.700, -0.382], [1.362, -0.610, -0.575], [3.420, -1.272, 1.303], [-1.478, 0.554, -0.491], [-2.881, 0.556, 1.547], [2.129, -4.135, 0.839], [-2.395, 3.857, -6.095], [0.739, 0.077, 1.482], [1.747, -0.403, 1.434], [0.250, 2.087, -1.415], [0.095, -1.997, 0.870], [-0.503, -0.723, 0.589], [-0.957, 0.603, -0.035], [0.093, 0.238, 1.191], [1.054, -0.544, -0.432], [-0.563, -0.693, 0.294], [-1.408, -0.150, -1.285], [1.906, 0.231, -3.177], [-1.477, 0.520, 1.549], [-1.542, 0.741, 0.139], [5.615, 0.932, 0.983], [-4.439, -2.173, 3.869], [0.648, -0.171, -2.810], [0.098, -0.248, -0.372], [-1.401, -0.155, 0.750], [-0.258, 1.064, 0.398], [1.067, 0.491, -0.918], [0.909, 0.322, 0.436], [0.162, 1.002, -0.619], [1.603, -0.932, -0.468], [-1.292, -0.266, 0.404], [-0.424, 0.310, -0.278], [0.954, -0.236, 0.103], [-0.935, 0.200, 0.792], [0.994, -0.355, -0.344], [-2.650, -0.647, -0.802], [1.704, 0.828, 0.995], [0.507, 0.231, 0.254], [-0.485, -0.048, -0.212], [-0.088, 0.025, 0.131], [1.095, -0.618, 0.321], [3.181, 0.643, 0.726], [-3.424, -0.331, -0.928], [-0.249, 0.058, -0.141], [-0.202, -0.058, 0.233], [-0.323, 0.280, -0.326], [0.353, 0.745, 0.519], [-0.473, -0.131, -1.005], [1.052, -0.273, 1.549], [-0.316, 0.271, 0.065], [-0.104, -0.171, -0.459], [-0.487, -0.366, -0.627], [1.529, -0.521, -0.784], [2.415, -1.904, -1.135], [-2.743, 1.217, 1.410], [0.086, 0.159, -0.211], [-0.705, 0.171, 0.713], [-0.436, 0.571, -0.096], [1.393, -0.254, -1.404], [-0.619, 0.374, -0.259], [-0.331, 0.163, 0.680], [0.111, 0.010, 0.208], [-0.744, 0.256, 0.544], [0.158, -0.507, 0.217]],
  "mulliken_charge": [0.148, 0.660, -0.178, -0.161, -0.201, 0.858, -0.540, -0.620, 0.188, 0.688, -0.581, -0.563, 0.591, -0.180, -0.236, -0.210, 0.663, -0.172, -0.239, -0.254, 1.007, -0.553, -0.702, -0.590, 1.150, -0.738, -0.459, 0.573, -0.229, -0.267, -0.189, 0.443, -0.181, -0.225, -0.127, -0.461, 0.114, -0.204, 0.756, 0.519, -0.462, -0.625, 0.603, -0.249, -0.258, -0.061, 0.657, -0.186, -0.198, -0.214, 0.096, -0.221, -0.460, 0.783, 0.380, -0.583, -0.467, 0.685, -0.282, -0.076, -0.248, 0.495, -0.204, -0.541, 0.167, 0.420, -0.380, -0.377, 0.085, -0.405, 0.229, 0.195, 0.286, 0.521, 0.073, -0.517, -0.131, 0.146, -0.046, -0.535, 0.319, -0.420, 0.317, 0.243, 0.113, 0.201, 0.062, -0.523, 0.386, -0.474, 0.379, -0.053, 0.040, -0.525, 0.218, 0.348, -0.023],
  "de_lowest_kcal_mol": 0.0,
  "charge": -2,
  "energy_ev": -269006.179
}